--- P ---
Density functional theory data (ωB97M-V/def2-TZVPD) for an isolated ion of composition C4H8ClN2 and charge +1.

Values from the calculation:
HOMO energy ... -14.3 eV
Structure (SMILES) ... CC(=[NH2+])/N=C(/C)Cl
Total charge ... +1

Each line ends with the natural charge from an NBO analysis.
Geometry (Å):
C  1.512  -1.005  -1.152  -0.6868
C  1.047  -0.464  0.157  0.5271
N  1.826  -0.629  1.214  -0.6942
N  0.034  0.328  0.284  -0.4897
C  -1.580  0.221  0.057  0.3488
C  -2.276  1.486  0.029  -0.7409
Cl  -2.242  -1.276  0.030  0.2477
H  1.245  -0.325  -1.958  0.2622
H  1.032  -1.963  -1.347  0.2630
H  2.590  -1.151  -1.144  0.2462
H  2.730  -1.067  1.142  0.4236
H  1.538  -0.258  2.108  0.4270
H  -2.981  1.553  0.864  0.2881
H  -1.578  2.317  0.068  0.2858
H  -2.887  1.554  -0.879  0.2920

---

--- Q ---
Density functional theory data (ωB97M-V/def2-TZVPD) for an isolated ion of composition C4H8ClN2 and charge +1.

Values from the calculation:
HOMO energy ... -14.4 eV
Structure (SMILES) ... [H]/N=C/C/[N+](C)=C/Cl
Total charge ... +1

Each line ends with the natural charge from an NBO analysis.
Geometry (Å):
H  2.715  1.077  -0.229  0.3875
N  1.814  0.620  -0.203  -0.6236
C  1.461  0.049  0.869  0.1288
C  0.185  -0.732  0.875  -0.3075
N  -0.627  -0.292  -0.261  -0.2590
C  -0.720  1.184  -0.287  -0.4598
C  -1.300  -1.089  -1.042  0.1858
Cl  -2.172  -0.664  -2.391  0.2049
H  2.032  -0.164  1.880  0.2016
H  0.448  -1.719  0.742  0.2452
H  -0.233  -0.818  1.905  0.2635
H  0.100  1.483  -0.889  0.2767
H  -0.641  1.614  0.778  0.2520
H  -1.708  1.620  -0.838  0.2512
H  -1.354  -2.171  -0.910  0.2529

---

Short version: P is the most stable of them.

---

--- P ---
Density functional theory data (ωB97M-V/def2-TZVPD) for one molecule with the formula C7H13FO.

Values from the calculation:
HOMO energy ... -10.2 eV
Structure (SMILES) ... C[C@@]1(O)CCC[C@@]1(C)F
Total charge ... 0

Each line ends with the natural charge from an NBO analysis.
Geometry (Å):
C  -1.499  1.406  0.584  -0.6510
C  -0.280  0.498  0.427  0.2365
O  0.936  1.072  0.963  -0.7426
C  -0.654  -0.801  1.174  -0.4405
C  0.425  -1.755  0.774  -0.3999
C  0.883  -1.296  -0.638  -0.4381
C  0.069  -0.016  -0.963  0.3352
C  0.838  0.952  -1.836  -0.6704
F  -1.139  -0.350  -1.562  -0.3771
H  -1.077  2.420  0.418  0.2179
H  -1.793  1.284  1.699  0.2100
H  -2.328  1.282  -0.189  0.2463
H  0.954  1.159  1.876  0.4753
H  -1.593  -1.009  0.890  0.2145
H  -0.742  -0.713  2.175  0.2041
H  1.354  -1.802  1.517  0.2118
H  0.000  -2.880  0.865  0.2126
H  1.907  -1.057  -0.689  0.2229
H  0.762  -2.098  -1.505  0.2237
H  0.171  1.717  -2.232  0.2235
H  1.389  0.337  -2.653  0.2256
H  1.415  1.649  -1.095  0.2597

---

--- Q ---
Density functional theory data (ωB97M-V/def2-TZVPD) for a 2-piece molecular cluster, C7H13FO overall.

Values from the calculation:
HOMO energy ... -8.6 eV
Structure (SMILES) ... C/C=C(\O)F.C=CCC
Total charge ... 0

Each line ends with the natural charge from an NBO analysis.
Geometry (Å):
C  -1.292  2.327  -1.170  -0.6389
C  -0.221  2.097  -0.156  -0.3804
C  0.956  1.489  -0.256  0.6888
O  1.552  1.385  -1.452  -0.7163
F  1.661  1.045  0.771  -0.3236
H  -2.010  1.458  -1.208  0.2142
H  -1.817  3.295  -0.957  0.2195
H  -1.025  2.350  -2.216  0.2262
H  -0.505  2.195  0.926  0.2094
H  2.495  1.266  -1.576  0.5078
C  0.329  -1.309  -1.099  -0.4152
C  0.739  -1.227  0.129  -0.1907
C  -0.156  -0.999  1.179  -0.4328
C  -0.481  -2.515  1.633  -0.5950
H  1.028  -1.503  -1.929  0.1932
H  -0.676  -1.023  -1.377  0.1875
H  1.753  -1.135  0.398  0.2063
H  -1.048  -0.408  0.897  0.2069
H  0.234  -0.485  2.025  0.2083
H  -1.000  -2.245  2.544  0.2066
H  -0.940  -3.171  0.888  0.2192
H  0.425  -2.888  2.007  0.1992

---

Short version: P is the most stable of them.

---

--- P ---
Density functional theory data (ωB97M-V/def2-TZVPD) for a 2-piece molecular cluster, C7H16NO4P overall.

Values from the calculation:
HOMO energy ... -9.5 eV
Total charge ... 0

Each line ends with the natural charge from an NBO analysis.
Geometry (Å):
C  -2.675  0.446  0.693  -0.6093
C  -1.542  0.598  -1.544  -0.6156
C  -1.804  -1.620  -0.404  -0.6148
C  2.668  -1.540  1.486  -0.2518
C  2.155  1.997  -0.989  -0.2601
C  -0.240  0.121  0.496  -0.4068
C  -1.566  -0.129  -0.197  -0.0813
N  -0.010  1.420  0.853  0.0739
O  0.552  1.684  1.908  -0.2745
O  1.156  -1.734  -1.088  -1.0783
O  2.458  -0.392  0.683  -0.8179
O  1.720  0.712  -1.412  -0.8130
P  1.295  -0.447  -0.419  2.4256
H  -2.683  -0.055  1.659  0.2132
H  -2.520  1.509  0.862  0.2137
H  -3.643  0.301  0.222  0.2176
H  -0.747  0.200  -2.171  0.2219
H  -2.492  0.454  -2.051  0.2179
H  -1.381  1.664  -1.399  0.2165
H  -1.066  -2.040  -1.079  0.2507
H  -2.794  -1.777  -0.827  0.2118
H  -1.744  -2.147  0.544  0.2097
H  2.711  -2.436  0.862  0.2047
H  1.862  -1.650  2.216  0.1827
H  3.615  -1.392  2.004  0.1994
H  2.501  2.508  -1.886  0.1994
H  2.967  1.914  -0.265  0.1963
H  1.327  2.550  -0.540  0.2016
H  -0.079  -0.718  1.782  0.1669

---

--- Q ---
Density functional theory data (ωB97M-V/def2-TZVPD) for a 2-piece molecular cluster, C7H16NO4P overall.

Values from the calculation:
HOMO energy (spin up / spin down) ... -9.1 / -8.9 eV
Total charge ... 0

Each line ends with the natural charge from an NBO analysis.
Geometry (Å):
C  -2.431  0.231  0.449  0.0238
C  0.988  -2.628  0.024  -0.6227
C  4.296  1.371  -0.170  -0.6256
C  -4.489  -0.771  0.562  -0.4541
C  -0.685  1.876  -0.528  -0.6721
C  -0.132  -1.775  -0.565  -0.0698
C  2.916  1.881  0.020  -0.0731
N  -3.421  -0.173  -0.254  0.0191
O  -3.664  -0.112  -1.498  -0.5161
O  0.639  0.377  1.412  -1.0949
O  0.413  -0.582  -1.003  -0.7963
O  1.932  1.154  -0.709  -0.8140
P  0.560  0.677  -0.046  2.3407
H  -2.638  0.403  1.489  0.1804
H  1.763  -1.987  0.384  0.2201
H  0.657  -3.186  0.891  0.2119
H  1.475  -3.215  -0.850  0.1987
H  4.965  2.066  0.440  0.2187
H  4.268  0.277  0.187  0.2167
H  4.669  1.480  -1.212  0.2164
H  -4.686  -0.175  1.485  0.2077
H  -5.478  -0.705  0.038  0.2507
H  -4.003  -1.680  0.882  0.2269
H  -0.898  2.588  0.199  0.2064
H  -1.216  2.003  -1.525  0.2611
H  -0.787  -1.731  0.329  0.1827
H  -0.614  -2.348  -1.262  0.1890
H  3.016  3.019  -0.170  0.1682
H  2.584  1.668  1.002  0.1993

---

Short version: P is the most stable of them.

---

--- P ---
Density functional theory data (ωB97M-V/def2-TZVPD) for C3H5N2O3 as an isolated structure.

Values from the calculation:
HOMO energy ... -2.6 eV
Total charge ... -1

Each line ends with the Mulliken charge.
Geometry (Å):
O  5.158  -5.027  -2.335  -0.6353
C  4.088  -5.561  -1.991  0.3175
N  3.937  -6.442  -0.981  -0.8263
C  -10.099  18.200  8.261  0.6842
O  -9.981  19.340  8.649  -0.3670
O  -9.940  17.035  8.281  -0.3172
C  2.841  -5.178  -2.882  -0.4585
N  1.191  -5.158  -3.479  -0.5523
H  3.941  -7.275  -1.405  0.1558
H  2.923  -4.098  -2.692  0.2043
H  3.332  -5.289  -3.898  0.2204
H  1.976  -5.873  -2.689  0.4148
H  0.632  -4.673  -2.838  0.1596

---

--- Q ---
Density functional theory data (ωB97M-V/def2-TZVPD) for a 2-piece molecular cluster, C3H5N2O3 overall.

Values from the calculation:
HOMO energy ... -4.3 eV
Total charge ... -1

Each line ends with the natural charge from an NBO analysis.
Geometry (Å):
C  -2.019  2.265  0.675  -0.4761
C  -1.554  1.260  0.139  0.1911
C  2.047  -1.133  -0.524  0.9557
N  -0.771  -0.828  0.744  -0.7005
N  -0.859  0.242  -0.208  -0.4806
O  3.084  -1.001  0.138  -0.7585
O  1.254  -2.064  -0.633  -0.7676
O  1.654  0.166  -1.158  -0.8254
H  -2.990  2.717  0.597  0.1974
H  -0.106  -1.505  0.355  0.4093
H  -1.680  -1.192  0.965  0.3381
H  0.019  0.259  -0.661  0.4362
H  1.922  0.816  -0.429  0.4809

---

Short version: Q is the most stable of them.